1.
A structure of composition C32H36N5Pt. Source: OMol25; level of theory: wB97M-V/def2-TZVPD.

Each line ends with the Löwdin charge.
Atoms and positions in Å:
Pt 0.378 0.444 -0.436  1.30
C -1.981 2.057 2.103  -0.03
C -0.792 1.929 3.014  -0.21
C -0.525 2.897 3.970  -0.04
C 0.585 2.790 4.794  -0.06
C 1.428 1.701 4.675  -0.03
C 1.186 0.690 3.749  -0.20
C 2.119 -0.488 3.670  -0.03
C 0.065 0.823 2.921  -0.20
N -0.199 -0.096 1.872  0.08
C -0.479 -1.321 2.043  -0.24
C -0.660 -1.996 3.366  0.00
C -0.744 -2.109 0.784  -0.23
C -1.304 -3.488 0.904  0.02
N -0.509 -1.540 -0.335  0.02
C -0.960 -2.080 -1.583  -0.22
C -2.332 -2.067 -1.866  -0.22
C -3.382 -1.635 -0.872  -0.04
C -2.742 -2.490 -3.127  -0.04
C -1.826 -2.926 -4.068  -0.05
C -0.474 -2.937 -3.760  -0.03
C -0.015 -2.503 -2.524  -0.21
C 1.456 -2.475 -2.220  -0.03
H -2.597 2.907 2.392  0.09
H -2.609 1.164 2.119  0.08
H -1.662 2.209 1.067  0.05
H -1.191 3.745 4.064  0.12
H 0.792 3.557 5.528  0.11
H 2.298 1.620 5.315  0.12
H 3.100 -0.214 4.054  0.09
H 2.244 -0.840 2.648  0.05
H 1.760 -1.319 4.281  0.08
H -0.592 -1.277 4.177  0.09
H 0.103 -2.764 3.509  0.10
H -1.631 -2.493 3.410  0.10
H -0.709 -4.068 1.609  0.10
H -1.321 -3.994 -0.057  0.10
H -2.321 -3.449 1.301  0.10
H -2.985 -1.026 -0.059  0.06
H -3.867 -2.504 -0.423  0.09
H -4.165 -1.064 -1.372  0.09
H -3.799 -2.482 -3.363  0.12
H -2.164 -3.262 -5.039  0.11
H 0.244 -3.287 -4.491  0.12
H 2.015 -3.028 -2.971  0.09
H 1.688 -2.899 -1.242  0.08
H 1.823 -1.445 -2.221  0.05
C -0.992 1.215 -3.685  -0.01
C -0.651 1.990 -2.394  -0.56
C -1.258 3.393 -2.438  0.00
C -1.131 1.127 -1.299  -0.07
C 0.855 1.960 -2.060  -0.28
C 1.861 1.527 -2.969  -0.03
C 3.181 1.672 -2.652  -0.05
C 3.576 2.264 -1.427  -0.06
C 2.641 2.689 -0.533  -0.06
C 1.259 2.540 -0.828  -0.15
H -2.073 1.183 -3.821  0.10
H -0.614 0.191 -3.665  0.08
H -0.559 1.735 -4.541  0.11
H -2.332 3.336 -2.624  0.10
H -0.800 3.958 -3.251  0.11
H -1.098 3.941 -1.511  0.08
H -2.189 0.875 -1.207  0.10
H 1.574 1.090 -3.915  0.12
H 3.948 1.333 -3.335  0.11
H 4.632 2.370 -1.218  0.12
H 2.931 3.162 0.395  0.12
H 0.544 3.098 -0.234  0.11
N 2.195 -0.319 0.175  0.00
C 3.203 -0.780 -0.221  -0.36
N 4.255 -1.388 -0.572  0.11
C 5.152 -0.717 -1.299  -0.37
N 5.941 -0.175 -1.945  0.13

Output
Kohn-Sham gap   6.770 eV
Energy above the lowest of the compared OMol25 structures with the same formula, charge and spin   0.0 kJ/mol
F_max   0.0126 Eh/bohr
Net charge   +1

=====

2.
A structure of composition C32H36N7OPtSe. Source: OMol25; level of theory: wB97M-V/def2-TZVPD.

Each line ends with the Löwdin charge.
Atoms and positions in Å:
Pt 0.870 1.589 -0.548  1.18
C 2.437 3.898 0.860  -0.07
N 1.375 3.775 -0.168  -0.23
C 0.098 4.335 0.313  -0.10
C -0.594 3.347 1.208  -0.24
C -1.219 3.711 2.379  0.02
C -1.927 2.754 3.101  0.00
C -1.994 1.454 2.625  -0.02
C -1.339 1.144 1.451  -0.10
N -0.654 2.069 0.759  -0.05
C 1.807 4.277 -1.477  -0.10
C 2.571 3.235 -2.247  -0.22
C 3.442 3.604 -3.255  0.02
C 4.035 2.626 -4.038  0.00
C 3.764 1.289 -3.777  -0.01
C 2.907 0.982 -2.746  -0.08
N 2.310 1.934 -2.007  -0.03
C 3.144 2.607 1.185  -0.26
C 4.396 2.589 1.766  0.01
C 4.939 1.369 2.142  -0.01
C 4.204 0.206 1.945  -0.02
C 2.964 0.301 1.350  -0.10
N 2.459 1.490 0.977  -0.02
H 3.166 4.648 0.561  0.14
H 1.982 4.248 1.786  0.14
H 0.235 5.286 0.827  0.14
H -0.543 4.520 -0.548  0.14
H -1.164 4.737 2.724  0.14
H -2.420 3.027 4.027  0.13
H -2.544 0.688 3.155  0.12
H -1.358 0.147 1.030  0.04
H 0.929 4.544 -2.065  0.14
H 2.408 5.180 -1.379  0.14
H 3.643 4.655 -3.432  0.14
H 4.704 2.907 -4.844  0.13
H 4.216 0.498 -4.361  0.13
H 2.689 -0.043 -2.475  0.10
H 4.935 3.517 1.930  0.13
H 5.922 1.324 2.596  0.13
H 4.592 -0.761 2.241  0.12
H 2.348 -0.569 1.163  0.09
C 1.458 -2.894 -2.409  0.03
N 0.507 -1.814 -2.743  -0.02
C -0.201 -1.807 -3.913  0.00
C -1.032 -0.799 -4.233  0.02
C -1.123 0.295 -3.329  -0.35
N -0.405 0.301 -2.195  0.12
C 0.367 -0.764 -1.876  -0.60
O 0.959 -0.762 -0.774  -0.18
N -1.926 1.326 -3.572  0.21
H 1.376 -3.679 -3.153  0.10
H 1.234 -3.295 -1.426  0.08
H 2.476 -2.513 -2.400  0.10
H -0.056 -2.663 -4.560  0.15
H -1.597 -0.814 -5.157  0.13
H -2.471 1.376 -4.415  0.13
H -1.987 2.082 -2.914  0.12
C -5.530 -5.860 2.972  0.01
C -4.433 -4.943 2.540  -0.15
C -3.478 -4.483 3.456  0.03
C -2.427 -3.683 3.081  -0.23
C -1.467 -3.233 4.148  -0.04
C -2.313 -3.316 1.676  -0.48
Se -0.825 -2.438 1.057  1.14
C -3.340 -3.733 0.735  -0.25
C -3.335 -3.346 -0.723  -0.05
C -4.347 -4.537 1.191  0.03
H -5.629 -5.905 4.055  0.10
H -5.314 -6.872 2.613  0.13
H -6.484 -5.574 2.527  0.11
H -3.565 -4.784 4.495  0.15
H -1.251 -4.053 4.834  0.11
H -1.917 -2.433 4.742  0.11
H -0.536 -2.867 3.742  0.03
H -2.891 -2.368 -0.877  0.05
H -4.355 -3.333 -1.111  0.10
H -2.769 -4.074 -1.313  0.11
H -5.107 -4.880 0.495  0.15

Output
Kohn-Sham gap (spin up / spin down)   3.524 / 3.488 eV
Energy above the lowest of the compared OMol25 structures with the same formula, charge and spin   72.2 kJ/mol
F_max   0.0749 Eh/bohr
Net charge   +3

=====

3.
A structure of composition C32H37CrN6O3PSSeSi. Source: OMol25; level of theory: wB97M-V/def2-TZVPD.

Each line ends with the Löwdin spin population.
Atoms and positions in Å:
Cr -0.097 -1.617 1.419  1.25
O 0.925 -1.955 3.249  -0.07
C 1.557 -2.068 2.206  -0.09
C 2.907 -2.309 1.803  -0.02
C 3.948 -2.893 2.530  -0.01
C 5.153 -3.135 1.893  0.00
C 5.327 -2.827 0.549  -0.01
C 4.297 -2.256 -0.188  0.00
C 3.098 -1.980 0.443  0.00
P 1.580 -1.236 -0.247  -0.02
C 1.734 -1.694 -2.008  -0.01
C 1.036 -2.783 -2.519  0.00
C 1.208 -3.153 -3.843  0.00
C 2.079 -2.451 -4.656  0.00
C 2.793 -1.380 -4.144  0.00
C 2.628 -1.002 -2.825  0.00
C 1.925 0.546 -0.295  0.00
C 1.230 1.286 -1.252  0.00
C 1.438 2.647 -1.361  0.00
C 2.306 3.286 -0.489  0.00
C 2.959 2.560 0.496  0.00
C 2.779 1.190 0.596  0.00
H 3.803 -3.170 3.564  0.00
H 5.967 -3.581 2.444  0.00
H 6.270 -3.038 0.067  0.00
H 4.425 -2.046 -1.241  0.00
H 0.341 -3.322 -1.890  0.00
H 0.661 -3.993 -4.238  0.00
H 2.203 -2.732 -5.690  0.00
H 3.483 -0.834 -4.769  0.00
H 3.181 -0.161 -2.430  0.00
H 0.544 0.779 -1.921  0.00
H 0.924 3.196 -2.134  0.00
H 2.473 4.349 -0.563  0.00
H 3.624 3.066 1.179  0.00
H 3.317 0.628 1.351  0.00
C -0.141 2.056 6.031  0.00
C -0.905 0.880 5.565  0.00
N -1.780 0.225 6.260  0.00
N -2.261 -0.742 5.459  0.00
C -1.681 -0.708 4.245  0.00
S -2.041 -1.653 2.923  -0.01
N -0.806 0.336 4.305  0.00
N 0.007 0.690 3.240  0.00
H -0.391 2.238 7.073  0.00
H -0.402 2.938 5.444  0.00
H 0.931 1.884 5.947  0.00
H -2.957 -1.391 5.788  0.00
H -0.579 1.011 2.444  0.00
H 0.650 1.419 3.535  0.00
C -2.563 -3.535 -3.253  0.00
Si -3.411 -3.162 -1.577  0.00
C -4.673 -1.723 -1.626  0.00
C -4.073 -4.727 -0.700  0.00
Se -1.585 -2.290 -0.209  -0.02
H -3.298 -3.754 -4.020  0.00
H -1.909 -4.398 -3.160  0.00
H -1.960 -2.691 -3.579  0.00
H -5.614 -2.058 -2.049  0.00
H -4.299 -0.903 -2.233  0.00
H -4.869 -1.347 -0.626  0.00
H -4.866 -5.176 -1.290  0.00
H -4.472 -4.493 0.284  0.00
H -3.287 -5.468 -0.573  0.00
O 0.298 6.057 -3.312  0.00
C -0.756 6.285 -2.431  0.00
N -1.362 5.051 -1.964  0.00
C -1.058 4.524 -0.756  0.00
O -0.307 5.061 0.035  0.00
C -1.720 3.225 -0.420  0.00
C -2.970 2.827 -0.885  0.00
C -3.499 1.637 -0.413  0.00
C -2.765 0.883 0.489  0.00
N -1.564 1.250 0.933  0.00
C -1.069 2.399 0.491  0.00
H 1.094 5.809 -2.827  0.00
H -1.503 6.862 -2.984  0.00
H -0.441 6.832 -1.535  0.00
H -1.889 4.516 -2.636  0.00
H -3.539 3.436 -1.573  0.00
H -4.473 1.305 -0.735  0.00
H -3.161 -0.036 0.900  0.00
H -0.110 2.707 0.888  0.00

Output
Kohn-Sham gap (spin up / spin down)   6.717 / 6.580 eV
2S+1   2
Energy above the lowest of the compared OMol25 structures with the same formula, charge and spin   131.3 kJ/mol
F_max   0.0398 Eh/bohr
Net charge   +1
⟨S²⟩   0.826

=====

4.
A structure of composition C32H37IrN6O8PS. Source: OMol25; level of theory: wB97M-V/def2-TZVPD.

Each line ends with the Löwdin spin population.
Atoms and positions in Å:
Ir 0.034 0.800 1.398  0.66
O 0.264 0.535 3.600  0.03
C -0.083 -0.596 4.030  0.00
C 0.835 -1.366 4.820  0.01
C 0.480 -2.572 5.343  -0.01
C -0.817 -3.085 5.151  0.01
C -1.730 -2.383 4.407  -0.01
C -1.407 -1.157 3.802  0.01
C -2.365 -0.517 2.981  -0.02
N -2.098 0.463 2.162  0.05
N -3.043 0.948 1.372  0.03
C -2.638 1.802 0.440  0.02
O -1.431 2.133 0.273  0.13
C -3.632 2.309 -0.533  0.01
C -3.362 3.467 -1.263  0.00
C -4.182 3.828 -2.315  0.00
C -5.264 3.035 -2.660  0.00
C -5.543 1.892 -1.928  0.00
C -4.742 1.535 -0.860  0.00
H 1.832 -0.959 4.914  0.00
H 1.196 -3.149 5.911  0.00
H -1.082 -4.041 5.576  0.00
H -2.717 -2.789 4.238  0.00
H -3.384 -0.912 2.996  0.00
H -2.503 4.070 -1.007  0.00
H -3.953 4.714 -2.889  0.00
H -5.879 3.303 -3.505  0.00
H -6.370 1.260 -2.212  0.00
H -4.935 0.644 -0.284  0.00
N 5.162 -1.860 -3.213  0.00
C 4.813 -1.307 -2.019  0.00
C 4.156 -2.079 -1.050  0.00
C 3.817 -1.533 0.168  0.00
C 4.149 -0.216 0.437  0.00
C 4.758 0.581 -0.518  0.00
C 5.103 0.038 -1.740  0.00
S 3.697 0.498 1.996  0.00
O 3.456 -0.539 2.951  0.00
O 4.634 1.524 2.364  0.00
N 2.252 1.191 1.598  0.01
C 2.129 2.476 1.322  0.00
N 3.087 3.238 0.788  0.00
C 2.813 4.510 0.584  0.00
C 1.582 5.087 0.869  0.00
C 0.620 4.225 1.379  0.00
N 0.885 2.957 1.595  0.00
H 4.935 -2.817 -3.414  0.00
H 5.564 -1.287 -3.932  0.00
H 3.905 -3.103 -1.274  0.00
H 3.293 -2.110 0.911  0.00
H 4.971 1.610 -0.273  0.00
H 5.592 0.647 -2.488  0.00
H 3.621 5.094 0.160  0.00
H 1.384 6.135 0.709  0.00
H -0.379 4.555 1.636  0.00
C -2.456 -3.349 -2.059  0.00
C -2.155 -2.786 -0.665  0.00
C -3.451 -2.288 -0.015  0.00
C -1.522 -3.861 0.214  0.00
O -1.304 -1.646 -0.821  0.00
P 0.243 -1.598 -0.300  0.00
O 1.087 -2.645 -0.899  0.00
O 0.237 -1.415 1.204  0.00
O 0.608 -0.077 -0.786  0.05
C 0.731 0.420 -2.123  0.00
C 1.257 -0.660 -3.062  0.00
C 1.716 1.592 -2.048  0.00
C -0.632 0.917 -2.604  0.00
H -3.120 -4.207 -1.977  0.00
H -1.529 -3.662 -2.533  0.00
H -2.935 -2.595 -2.680  0.00
H -4.189 -3.085 0.021  0.00
H -3.858 -1.458 -0.587  0.00
H -3.244 -1.955 0.997  0.00
H -2.231 -4.671 0.379  0.00
H -1.234 -3.428 1.170  0.00
H -0.628 -4.251 -0.264  0.00
H 2.161 -1.097 -2.648  0.00
H 1.463 -0.225 -4.038  0.00
H 0.522 -1.452 -3.166  0.00
H 2.631 1.281 -1.550  0.00
H 1.277 2.408 -1.478  0.00
H 1.954 1.950 -3.047  0.00
H -1.345 0.096 -2.601  0.00
H -0.552 1.324 -3.611  0.00
H -0.986 1.692 -1.930  0.00

Output
Kohn-Sham gap (spin up / spin down)   5.529 / 5.506 eV
2S+1   2
F_max   0.0964 Eh/bohr
Net charge   0
⟨S²⟩   0.776

=====

5.
A structure of composition C32H37N2O2S3Ti. Source: OMol25; level of theory: wB97M-V/def2-TZVPD.

Each line ends with the Löwdin spin population.
Atoms and positions in Å:
Ti -0.114 -0.461 0.090  0.97
C -2.036 -2.896 1.417  0.00
O -0.842 -2.098 1.372  0.01
C 0.166 -2.448 2.285  0.02
C 0.158 -3.609 3.029  0.00
C 1.203 -3.846 3.916  0.02
C 2.218 -2.913 4.057  0.00
C 2.207 -1.738 3.312  0.02
C 1.186 -1.505 2.400  0.01
N 1.075 -0.349 1.596  0.09
N 2.042 0.586 1.784  0.35
C 1.875 1.801 1.226  -0.01
C 0.784 2.215 0.423  0.15
O -0.094 1.280 -0.045  0.05
C 0.563 3.565 0.135  -0.01
C 1.455 4.513 0.541  0.15
C 2.643 4.154 1.241  0.00
C 3.596 5.129 1.606  0.02
C 4.746 4.773 2.256  -0.02
C 4.986 3.420 2.564  0.03
C 4.068 2.456 2.232  -0.01
C 2.876 2.804 1.568  0.04
H -2.465 -2.843 2.409  0.00
H -1.810 -3.922 1.153  0.00
H -2.724 -2.479 0.697  0.00
H -0.644 -4.330 2.947  0.00
H 1.208 -4.757 4.500  0.00
H 3.019 -3.090 4.765  0.00
H 2.976 -0.985 3.422  0.00
H -0.309 3.830 -0.453  0.00
H 1.276 5.555 0.309  0.01
H 3.404 6.167 1.359  0.00
H 5.471 5.529 2.535  0.00
H 5.906 3.138 3.065  0.00
H 4.248 1.416 2.473  0.00
C 0.012 -4.748 -0.746  0.00
C 0.562 -3.360 -0.927  0.01
C 1.784 -3.021 -0.361  0.02
C 2.358 -1.768 -0.562  0.00
C 3.719 -1.438 -0.037  0.00
C 1.661 -0.818 -1.323  0.02
C 0.464 -1.158 -1.976  0.02
C -0.030 -0.309 -3.119  0.01
C -0.101 -2.420 -1.717  0.02
H 0.505 -5.430 -1.444  0.00
H -1.058 -4.791 -0.948  0.00
H 0.205 -5.121 0.263  0.00
H 2.315 -3.762 0.231  0.00
H 4.468 -1.738 -0.776  0.00
H 3.925 -1.975 0.891  0.00
H 3.825 -0.370 0.144  0.00
H 2.155 0.099 -1.604  0.00
H -1.101 -0.423 -3.279  0.00
H 0.485 -0.632 -4.024  0.00
H 0.181 0.744 -2.960  0.00
H -1.008 -2.705 -2.233  0.00
C -3.975 1.489 -4.329  0.00
C -3.313 2.733 -3.742  0.00
S -2.283 2.430 -2.281  0.00
C -3.499 2.639 -0.959  0.00
C -3.198 1.858 0.311  0.00
S -2.963 0.057 0.146  0.01
C -4.425 -0.437 -0.822  0.00
C -4.255 -0.575 -2.350  0.00
S -5.209 0.659 -3.293  0.00
H -3.228 0.751 -4.621  0.00
H -4.526 1.766 -5.230  0.00
H -4.045 3.507 -3.509  0.00
H -2.626 3.147 -4.483  0.00
H -4.458 2.326 -1.360  0.00
H -3.568 3.696 -0.705  0.00
H -4.029 1.996 0.998  0.00
H -2.292 2.198 0.803  0.00
H -5.210 0.274 -0.570  0.00
H -4.714 -1.394 -0.386  0.00
H -4.622 -1.549 -2.669  0.00
H -3.209 -0.489 -2.630  0.00

Output
Kohn-Sham gap (spin up / spin down)   6.174 / 6.820 eV
2S+1   3
Energy above the lowest of the compared OMol25 structures with the same formula, charge and spin   91.0 kJ/mol
F_max   0.0590 Eh/bohr
Net charge   +1
⟨S²⟩   2.055

=====

6.
A cluster of 2 separate species, C32H37N3O2 in total. Source: OMol25; level of theory: wB97M-V/def2-TZVPD.

Each line ends with the Löwdin charge.
Atoms and positions in Å:
C 0.157 6.901 2.363  -0.16
C 1.529 6.923 1.676  -0.16
C 1.995 5.454 1.547  -0.15
N 0.839 4.650 1.929  -0.10
C 0.746 3.291 1.821  -0.22
C 1.896 2.454 1.748  -0.02
C 1.741 1.088 1.573  -0.04
C 0.470 0.489 1.345  -0.22
C 0.377 -0.899 0.990  -0.05
C -0.931 -1.489 0.736  -0.26
C -1.689 -0.979 -0.343  -0.07
C -2.911 -1.521 -0.695  -0.01
C -3.516 -2.523 0.109  -0.22
N -4.744 -3.037 -0.189  -0.10
C -5.371 -4.069 0.638  -0.17
C -6.756 -4.280 -0.008  -0.17
C -6.623 -3.750 -1.443  -0.17
C -5.510 -2.682 -1.386  -0.16
C -2.801 -2.973 1.257  -0.02
C -1.522 -2.506 1.528  -0.02
C -0.660 1.342 1.481  -0.02
C -0.536 2.686 1.767  -0.02
C -0.315 5.444 2.288  -0.18
H 0.225 7.209 3.413  0.11
H -0.562 7.547 1.855  0.11
H 1.427 7.336 0.666  0.11
H 2.268 7.519 2.218  0.11
H 2.331 5.234 0.514  0.12
H 2.873 5.239 2.182  0.11
H 2.888 2.916 1.843  0.11
H 2.628 0.454 1.593  0.12
H 1.140 -1.556 1.419  0.13
H -1.287 -0.141 -0.922  0.12
H -3.420 -1.168 -1.595  0.10
H -4.771 -5.012 0.614  0.13
H -5.458 -3.777 1.709  0.12
H -7.054 -5.328 0.061  0.11
H -7.489 -3.672 0.540  0.11
H -6.307 -4.563 -2.111  0.11
H -7.563 -3.331 -1.813  0.11
H -5.971 -1.667 -1.296  0.13
H -4.894 -2.681 -2.311  0.12
H -3.263 -3.707 1.927  0.09
H -0.972 -2.892 2.393  0.12
H -1.667 0.950 1.368  0.11
H -1.435 3.291 1.898  0.10
H -0.781 5.107 3.227  0.13
H -1.096 5.356 1.515  0.11
C 0.191 -5.578 -0.242  -0.08
C 1.353 -4.713 -0.645  -0.21
O 0.899 -3.321 -0.588  -0.03
C 1.863 -2.457 -0.968  -0.46
C 1.430 -1.013 -0.978  -0.12
N 2.386 -0.185 -1.238  0.07
C 2.849 0.992 -1.456  -0.08
C 4.187 1.220 -2.001  -0.19
C 4.739 2.526 -2.003  -0.05
C 5.975 2.767 -2.597  -0.10
C 6.665 1.715 -3.224  -0.09
C 6.157 0.412 -3.174  -0.08
C 4.945 0.152 -2.534  -0.01
O 2.973 -2.832 -1.316  0.08
H 0.431 -6.616 -0.499  0.08
H 0.020 -5.527 0.842  0.08
H -0.736 -5.271 -0.748  0.08
H 2.201 -4.821 0.041  0.13
H 1.713 -4.948 -1.658  0.13
H 0.400 -0.868 -1.437  0.13
H 2.257 1.908 -1.237  0.12
H 4.178 3.347 -1.535  0.10
H 6.398 3.772 -2.590  0.10
H 7.597 1.925 -3.750  0.10
H 6.716 -0.399 -3.645  0.10
H 4.556 -0.863 -2.458  0.11

Output
Kohn-Sham gap   6.181 eV
Energy above the lowest of the compared OMol25 structures with the same formula, charge and spin   123.3 kJ/mol
F_max   0.0880 Eh/bohr
Net charge   0